Formula: C16H26BrN5O3P2
Source: OMol25
Level of theory: ωB97M-V/def2-TZVPD

Its SMILES is O=CCc1ccc2nc(P(O)Br)cnc2c1.CN(C)P(=O)(N(C)C)N(C)C. The calculation puts the HOMO energy at -8.127 eV. The value obtained for the HOMO-LUMO gap is 7.151 eV. The LUMO energy comes out at -0.976 eV.

The geometry in XYZ format:
```
53
C16H26BrN5O3P2 (ωB97M-V/def2-TZVPD)
O 1.11 1.31 -0.47
C 1.40 2.18 0.32
C 0.51 2.58 1.47
C 1.23 2.17 2.74
C 0.97 0.86 3.24
C 1.60 0.44 4.37
C 2.51 1.28 5.05
N 3.14 0.80 6.16
C 3.98 1.63 6.72
P 4.79 0.96 8.25
O 5.29 -0.48 7.69
Br 6.64 2.23 8.44
C 4.21 2.94 6.23
N 3.64 3.43 5.17
C 2.77 2.57 4.56
C 2.10 2.99 3.38
H 2.37 2.71 0.27
H -0.43 2.03 1.43
H 0.33 3.66 1.47
H 0.30 0.19 2.72
H 1.43 -0.55 4.77
H 5.27 -0.53 6.73
H 4.92 3.58 6.75
H 2.30 3.97 2.97
C -1.53 0.39 -4.70
N -2.06 0.08 -3.40
C -2.57 1.24 -2.69
P -2.71 -1.42 -2.92
O -4.14 -1.08 -2.62
N -2.95 -2.59 -4.18
C -2.97 -2.21 -5.58
C -4.03 -3.52 -3.89
N -1.19 -2.08 -2.56
C -0.31 -1.36 -1.61
C -0.97 -3.53 -2.55
H -0.94 1.31 -4.65
H -2.31 0.54 -5.46
H -0.83 -0.38 -5.04
H -2.58 1.07 -1.61
H -3.59 1.50 -2.99
H -1.93 2.10 -2.87
H -3.68 -1.40 -5.79
H -3.27 -3.07 -6.19
H -1.98 -1.93 -5.94
H -5.02 -3.10 -4.11
H -4.02 -3.81 -2.84
H -3.90 -4.44 -4.48
H 0.60 -1.05 -2.13
H -0.03 -1.98 -0.76
H -0.78 -0.47 -1.21
H -0.73 -3.88 -3.56
H -1.83 -4.09 -2.19
H -0.12 -3.80 -1.91
```